Record 1
Formula: C49H37N4O3RhS4
Source: OMol25
Level of theory: ωB97M-V with the def2-TZVPD basis set

Results
**2S+1**: 5
**Expectation value of S²**: 6.04
**Charge**: +2
**Energy relative to the best compared isomer or geometry (same formula, charge and spin)**: 0.000 eV

Positions of all 98 atoms, in Å:
1 N 0.423 -5.855 -1.509
2 H -3.179 6.417 -3.937
3 C 1.031 -6.912 -1.023
4 C 0.593 2.982 5.632
5 C -1.140 -6.693 -0.014
6 H 0.719 0.790 5.746
7 C 0.307 5.474 5.110
8 C -3.149 -3.219 -2.270
9 C -1.954 4.480 -0.597
10 H -1.433 0.835 3.432
11 H -1.635 4.976 0.290
12 C -2.618 4.638 -2.907
13 S 0.133 -7.914 0.048
14 H -3.677 -1.976 6.579
15 C -0.239 -0.987 3.774
16 C 2.765 1.559 -0.338
17 H -2.269 6.314 -1.495
18 C 5.495 -2.901 -5.540
19 H 4.705 -6.057 -4.764
20 H -3.397 2.771 -3.733
21 C 0.996 1.470 3.738
22 C -1.554 -4.551 -1.513
23 C -2.629 -0.718 4.234
24 H -4.722 -2.430 5.223
25 H -3.494 -4.688 -0.693
26 C 0.391 1.531 -0.813
27 C 4.114 1.724 -0.869
28 H 6.409 -4.877 -5.854
29 H 0.578 -2.924 4.137
30 C 3.610 2.170 1.829
31 C 1.681 1.242 -1.186
32 H -3.282 4.868 -4.905
33 C -2.050 -2.282 -4.229
34 N -0.936 -3.798 -2.383
35 C 0.076 1.989 0.511
36 C 0.273 6.455 4.176
37 C 4.659 -4.985 -4.703
38 O 2.217 -0.639 4.490
39 C -2.607 -2.051 4.764
40 C -3.715 -2.536 5.621
41 H 0.245 3.090 6.659
42 H -3.615 -0.257 4.187
43 H 0.077 7.486 4.461
44 H 4.285 -1.204 -5.143
45 H -1.714 5.716 -4.608
46 C 1.084 2.183 1.432
47 C 4.342 -2.248 -5.039
48 C -2.216 5.270 -1.711
49 C 0.805 4.975 2.330
50 C 2.485 2.001 0.985
51 S 1.355 -0.298 3.330
52 H -3.311 -1.534 -5.617
53 C 0.631 4.118 4.743
54 C -4.482 -2.240 -3.971
55 C -3.309 -1.977 -4.663
56 Rh 0.861 -4.375 -2.937
57 H -1.971 -6.772 0.635
58 C 4.881 2.307 1.355
59 C -0.885 -5.725 -0.969
60 C 0.894 2.525 2.822
61 C 0.829 3.884 3.335
62 C -2.728 5.472 -4.166
63 C 5.098 2.095 -0.033
64 H -5.466 -1.978 -4.301
65 H 3.517 2.204 2.925
66 C -2.258 3.140 -0.586
67 O 2.627 -5.175 -3.536
68 H -3.552 -3.595 5.856
69 H 6.158 -2.345 -6.185
70 S -1.733 2.148 0.836
71 H 0.474 7.108 2.201
72 C 5.613 -4.274 -5.441
73 H 1.871 0.704 -2.128
74 H -5.223 -3.462 -2.172
75 N -2.796 -4.124 -1.219
76 H -1.174 -2.180 -4.845
77 C 0.522 6.204 2.806
78 C -4.422 -2.893 -2.701
79 H 1.997 -7.178 -1.350
80 S 1.827 -2.399 -3.959
81 H 4.220 1.391 -1.914
82 H 0.987 4.798 1.310
83 N 3.526 -4.370 -4.187
84 H -3.005 1.393 -1.713
85 C -1.434 -0.222 3.704
86 C 3.350 -3.029 -4.378
87 H 5.734 2.429 2.012
88 O -2.047 2.864 2.086
89 H -1.642 -3.924 4.908
90 C -0.269 -2.321 4.174
91 H 6.122 2.203 -0.496
92 C -2.763 2.491 -1.676
93 H -0.462 1.372 -1.503
94 C -2.905 3.263 -2.861
95 H 0.108 5.679 6.137
96 C 0.816 1.723 5.128
97 C -1.960 -2.955 -3.008
98 C -1.493 -2.873 4.597

Record 2
Formula: C49H38Cl2OP2SV
Source: OMol25
Level of theory: ωB97M-V with the def2-TZVPD basis set

Results
**2S+1**: 2
**Expectation value of S²**: 0.77
**Charge**: +2
**Energy relative to the best compared isomer or geometry (same formula, charge and spin)**: 0.000 eV

Positions of all 94 atoms, in Å:
1 C -3.273 -2.641 2.270
2 C 1.698 -3.794 1.313
3 C 2.319 4.575 2.314
4 Cl -1.220 2.871 -2.943
5 H 0.243 0.543 5.477
6 C -5.887 -0.077 -2.196
7 C -2.140 -0.954 0.874
8 C -3.021 -2.010 1.045
9 P -1.996 -0.358 -0.836
10 C 3.552 4.038 2.049
11 C -1.445 -2.676 -4.124
12 S -0.152 1.763 0.811
13 H 5.095 5.528 1.894
14 C 1.181 3.842 1.930
15 H -4.260 -1.416 -2.576
16 C -0.543 0.688 2.156
17 H -5.815 2.572 -0.091
18 H -6.561 -0.607 -2.856
19 C 2.547 2.050 0.938
20 H -3.549 -2.378 0.171
21 C -1.785 -1.642 -3.267
22 C 1.725 1.752 -4.108
23 H -3.976 -3.462 2.326
24 H 2.203 5.528 2.811
25 H 0.193 4.237 2.136
26 C -3.711 0.142 -1.193
27 C 2.848 0.850 0.212
28 H 6.546 3.045 2.514
29 H 0.720 1.813 3.448
30 C -1.131 -0.768 4.472
31 C 5.896 3.479 1.754
32 H -3.504 1.760 0.213
33 H 2.028 2.186 -2.020
34 H -0.340 -4.925 -1.844
35 C -2.653 -2.618 4.806
36 C 2.576 -4.542 0.538
37 H 0.708 -1.908 1.558
38 C 1.396 -2.490 0.954
39 H -2.899 3.342 -1.342
40 C -2.675 3.783 -2.307
41 C 3.648 2.804 1.370
42 C 4.939 4.548 2.345
43 H 1.825 2.787 -4.408
44 H 1.302 -1.946 -3.018
45 H 5.081 4.672 3.419
46 H 6.549 3.900 0.988
47 H 1.499 1.014 -6.102
48 C 1.795 1.412 -2.755
49 C 1.396 -0.567 -4.650
50 H -1.593 -2.560 -5.190
51 H -0.653 -4.665 -4.286
52 C -0.240 0.264 4.551
53 C 4.176 0.501 0.030
54 H -2.182 -0.718 -3.675
55 H 6.272 0.932 0.318
56 C 5.259 1.267 0.498
57 C 1.452 -0.916 -3.314
58 C 1.288 2.627 1.291
59 H -2.079 -1.161 6.360
60 Cl -4.004 3.612 -3.403
61 C -4.583 -0.532 -2.040
62 C -2.606 -2.176 3.368
63 C 2.878 -2.672 -0.943
64 C 1.541 0.760 -5.051
65 H -2.407 -3.676 4.902
66 H -0.802 -2.283 5.950
67 V -0.252 1.197 -1.301
68 H 3.355 -2.239 -1.813
69 H -0.990 -3.118 -0.317
70 P 1.589 -0.210 -0.563
71 C -0.745 -4.005 -2.247
72 C -5.467 1.710 -0.645
73 C 4.989 2.433 1.162
74 C 3.169 -3.980 -0.585
75 C -1.631 -1.710 5.532
76 H -2.342 4.811 -2.227
77 H 3.865 -4.557 -1.179
78 H 2.809 -5.560 0.817
79 C -1.459 -0.419 2.012
80 C 1.709 0.070 -2.347
81 C 1.975 -1.928 -0.183
82 C -6.328 1.042 -1.508
83 C 0.028 0.985 3.378
84 H 1.232 -1.338 -5.391
85 H -7.345 1.389 -1.636
86 C -1.720 -1.088 3.227
87 H 1.250 -4.229 2.196
88 C -0.917 -3.857 -3.616
89 C -4.167 1.261 -0.487
90 C -1.636 -1.795 -1.887
91 H 4.399 -0.413 -0.507
92 C -1.111 -2.982 -1.383
93 O -1.287 2.678 0.451
94 H -3.660 -2.495 5.207

Record 3
Formula: C49H38Cl3N4O2PS5Sc
Source: OMol25
Level of theory: ωB97M-V with the def2-TZVPD basis set

Results
**2S+1**: 1
**Charge**: +1
**Energy relative to the best compared isomer or geometry (same formula, charge and spin)**: 0.866 eV

Positions of all 103 atoms, in Å:
1 N -2.016 -1.502 -0.963
2 H 3.346 5.540 -1.742
3 H -0.795 -6.421 -1.993
4 C -0.854 2.723 2.328
5 H 4.498 0.882 5.247
6 C 1.539 -2.068 -2.596
7 C -2.203 2.862 4.328
8 H 1.356 -6.752 -3.476
9 C 3.662 0.348 3.355
10 C -0.905 2.463 -3.448
11 N -0.988 -1.349 1.488
12 H 3.549 -2.973 0.746
13 C -2.879 3.952 3.800
14 C -1.205 2.247 3.591
15 C 3.039 -1.955 -2.857
16 H -1.366 4.040 -4.780
17 Cl 1.262 -3.288 1.176
18 H -1.317 4.168 0.805
19 Cl 2.509 -0.275 0.976
20 H 3.227 -2.559 -4.914
21 C 2.960 -3.808 1.106
22 H 3.250 -4.121 2.103
23 H -4.461 -1.320 6.673
24 H 1.732 1.624 -1.207
25 C -2.177 -1.839 1.389
26 C -2.188 2.236 -1.463
27 C -2.553 4.416 2.534
28 C -0.081 -5.672 -2.293
29 H -1.931 -1.074 -2.965
30 H -0.100 2.031 -4.020
31 H 0.207 0.770 -6.471
32 C -0.573 -1.096 -5.622
33 H 1.054 4.653 1.757
34 O -0.429 0.783 -1.958
35 C -2.912 3.381 -1.845
36 H 6.447 -1.258 -2.326
37 C 2.210 5.239 0.052
38 C 2.829 2.132 4.735
39 S -2.496 1.341 -0.062
40 S 1.436 0.015 -4.500
41 C -1.613 3.560 -3.846
42 C -2.663 -2.135 0.021
43 H -0.356 -0.485 5.767
44 C 0.238 -0.013 -5.730
45 H -3.688 3.718 -1.174
46 H 1.144 3.216 3.983
47 C 1.034 -5.815 -3.049
48 H -2.440 2.491 5.317
49 O 1.165 -1.404 -1.395
50 N -3.015 -2.090 2.420
51 C -2.805 -1.655 3.746
52 C 1.474 4.343 0.809
53 H 2.896 2.719 5.641
54 H 2.360 6.249 0.410
55 H -4.827 -2.028 4.342
56 C -3.640 -1.285 5.970
57 P 0.395 1.786 1.377
58 H -3.859 -2.524 -3.567
59 S -0.288 -4.050 -1.767
60 C 5.468 -1.523 -2.688
61 C -2.458 -1.640 -2.207
62 H -0.720 -2.857 -4.298
63 C -1.557 -1.204 4.155
64 H -4.157 -3.591 0.563
65 H -3.082 5.263 2.118
66 H -3.661 4.433 4.372
67 H 2.646 -4.517 -3.792
68 C -1.552 3.804 1.797
69 C 2.595 3.539 -1.601
70 C 3.714 -2.220 -4.011
71 C 1.853 2.639 -0.849
72 C -0.219 -1.929 -4.525
73 H -3.962 -2.346 2.195
74 S 4.114 -1.381 -1.644
75 C 1.736 -4.592 -3.220
76 H 5.801 -2.147 -4.724
77 C 1.836 2.406 3.807
78 H 4.379 -0.438 3.162
79 C 5.109 -1.982 -3.912
80 C -3.524 -2.460 -2.542
81 N -1.180 1.832 -2.290
82 C 0.840 -1.453 -3.812
83 H -0.679 1.402 4.007
84 Cl 3.193 -5.165 0.001
85 C 2.657 0.628 2.449
86 H -3.209 4.905 -3.313
87 H -2.221 -0.547 7.398
88 H -4.923 -3.892 -1.773
89 C -2.638 4.036 -3.018
90 C -2.391 -0.854 6.376
91 H -1.386 -1.325 -6.294
92 C 1.151 -3.546 -2.579
93 C 2.768 4.839 -1.155
94 C 3.731 1.101 4.517
95 H 3.046 3.218 -2.531
96 C 1.275 3.039 0.356
97 Sc -0.055 -0.391 -0.440
98 C -3.705 -3.014 -0.232
99 S -0.223 -1.120 2.985
100 C 1.718 1.632 2.656
101 C -1.344 -0.809 5.462
102 C -4.130 -3.196 -1.540
103 C -3.848 -1.686 4.656